Formula: C28H54N8O6P2S
Source: OMol25
Level of theory: the ωB97M-V functional and the def2-TZVPD basis

Structure (XYZ):
```
99
Properties=species:S:1:pos:R:3
S -4.5747 -0.3322 1.4351
P -4.6708 4.1278 -2.7846
P 4.7807 -4.5729 -1.1704
O -1.2889 0.5807 5.6740
O 0.7442 -2.2231 3.9030
O 3.5511 -4.3844 -2.0074
O -3.8805 4.1502 -1.5093
O -2.8675 2.0700 4.9899
O 1.1309 -4.1813 3.1879
N -5.7165 4.7344 -3.9691
N 0.4370 -3.5974 3.9181
N -3.3485 4.1685 -3.8969
N 5.9611 -4.2142 -2.3852
N 5.9291 -5.4431 -0.2814
N -5.5125 2.6471 -2.6227
N 0.1916 2.1307 4.9750
N 4.5369 -3.4044 0.0527
C 1.5981 0.0246 0.3337
C -4.5157 1.2148 2.4077
C 2.0524 0.8653 2.9134
C -5.3798 1.4235 -3.3760
C -3.2886 2.0541 2.0214
C 1.6569 -0.4555 6.8348
C 0.0247 0.6842 5.0674
C -6.2695 2.4991 -1.3904
C -2.1140 4.7581 -3.3858
C 6.8777 -3.0987 -2.3140
C 5.2645 -2.1889 0.3192
C -5.3169 5.8409 -4.8361
C -3.0473 3.1055 -4.8304
C -7.0692 4.2662 -4.2304
C -0.2212 0.0059 3.6802
C 3.0010 1.0899 1.9263
C 0.6566 -0.1967 1.3192
C 6.8453 -6.3751 -0.9345
C -1.9515 1.3175 2.0846
C 5.5301 -4.4272 -3.7636
C 0.8441 0.2354 2.6320
C 0.9338 -0.0120 5.9867
C 2.7860 0.6903 0.6179
C 3.2647 -3.4962 0.7592
C -1.6643 0.6007 3.4087
C -0.4989 -1.4848 3.8587
C 6.1085 -5.3837 1.1613
C -2.0839 1.2234 4.7245
H -7.5591 3.8810 -3.3413
H -3.8907 2.9173 -5.5005
H 2.3100 1.1983 3.9082
H 7.4988 -3.1542 -1.4158
H -0.0095 2.4670 5.9141
H -1.4978 5.0999 -4.2220
H -0.2533 -0.7136 1.0405
H -4.4802 6.3940 -4.4217
H 2.3074 -0.7279 7.6309
H -1.0700 -1.8825 3.0172
H -5.6311 2.6156 -0.5087
H -3.2461 2.9711 2.6066
H 6.4057 -4.5654 -4.4043
H 3.5033 0.8810 -0.1674
H -6.3668 0.9796 -3.5564
H -2.3221 5.6240 -2.7626
H 1.1561 2.3834 4.7980
H 4.9218 -5.3238 -3.8498
H 2.4116 -3.4335 0.0770
H 4.7548 -1.3046 -0.0809
H -2.2242 3.4054 -5.4827
H 6.9532 -7.2942 -0.3528
H -6.1342 6.5551 -4.9649
H -1.0523 -1.7018 4.7748
H 7.5790 -3.1391 -3.1506
H -2.7547 2.1735 -4.3301
H -4.7644 0.6803 -2.8544
H -6.7324 1.5151 -1.3233
H 3.1520 -2.6930 1.4871
H -4.4698 0.9821 3.4672
H -4.9639 1.5779 -4.3676
H 1.4340 -0.3150 -0.6812
H 3.9275 1.6001 2.1599
H 3.1883 -4.4397 1.3127
H -7.6997 5.0819 -4.5909
H -2.3221 -0.2811 3.3734
H 6.4597 -6.3427 1.5487
H -7.0808 3.2360 -1.3243
H -1.9370 0.5528 1.3116
H -5.4021 1.7890 2.1527
H 5.3858 -2.0473 1.4009
H -7.0598 3.4870 -4.9977
H 6.4887 -6.6668 -1.9171
H -1.1275 2.0061 1.8884
H 7.8333 -5.9207 -1.0485
H -5.0270 5.4664 -5.8214
H 4.9444 -3.5854 -4.1530
H 5.1852 -5.1679 1.6904
H -4.6967 -1.3134 2.3401
H 6.2787 -2.2063 -0.0705
H 6.8531 -4.6257 1.4206
H -1.5278 4.0481 -2.7899
H -3.4226 2.3674 0.9802
H 6.3668 -2.1276 -2.3530
```

The calculation puts the HOMO energy at -8.05 eV. The SMILES is C#C[C@]1(N)OC(=O)[C@@H](CCCS)[C@@]1(CON=O)c1ccccc1.CN(C)P(=O)(N(C)C)N(C)C.CN(C)P(=O)(N(C)C)N(C)C.